(1)
Formula: C24H44BrN8
Source: OMol25
Level of theory: ωB97M-V with the def2-TZVPD basis set

The geometry in ORCA input format:
```
! wB97M-V def2-TZVPD RIJCOSX def2/J DEFGRID3
* xyz 2 2
Br 0.242 0.345 1.721
N 1.174 -4.379 -1.268
N -2.380 -0.558 -1.616
N -2.835 2.912 3.779
N 2.602 -3.153 -0.016
N 4.991 4.738 -1.138
N 3.723 2.889 -0.744
N -2.183 1.832 5.602
N -2.952 -2.577 -2.286
C -2.932 3.834 4.795
C -2.130 0.924 -1.718
C 2.501 2.062 -0.616
C -4.904 -3.151 -3.579
C -2.019 3.713 1.621
C 3.149 -2.014 0.666
C 5.769 3.750 -0.547
C 2.435 1.117 -1.794
C -3.548 -3.621 -3.202
C -2.694 -2.670 -0.928
C -2.227 1.689 4.211
C 3.758 4.176 -1.246
C -3.223 3.108 2.336
C -1.659 0.856 6.521
C -0.428 -6.201 -1.849
C 5.331 6.107 -1.474
C 1.544 -3.120 -0.901
C -2.271 -1.350 -0.514
C -2.498 3.151 5.920
C 0.185 -4.782 -2.256
C 4.994 2.611 -0.367
C 2.109 -5.213 -0.745
C -2.719 -1.289 -2.732
C 2.864 -4.502 0.163
H 3.651 -1.298 0.015
H -3.264 4.860 4.731
H -1.886 -0.925 0.401
H -2.849 -3.612 -0.423
H -5.154 -3.775 -4.437
H -2.408 3.446 6.955
H -3.534 -4.637 -2.808
H 5.945 6.258 -2.362
H -1.416 -6.466 -2.225
H -1.508 -0.055 5.943
H -2.979 -0.934 -3.718
H 2.522 1.487 0.310
H 5.924 6.566 -0.683
H -1.592 4.627 2.033
H 2.895 4.710 -1.616
H 1.033 -2.235 -1.249
H -2.451 4.104 0.700
H 2.426 -1.471 1.275
H 2.321 1.726 -2.690
H -1.126 1.100 -1.331
H -1.248 3.028 1.270
H 3.853 -2.421 1.391
H -0.593 -6.183 -0.771
H -2.352 0.585 7.318
H -0.732 1.264 6.923
H -1.955 0.821 3.628
H -2.364 1.308 -2.711
H -4.986 -2.104 -3.873
H 1.593 0.424 -1.784
H 0.183 -7.090 -2.006
H 5.304 1.685 0.095
H 0.545 -4.961 -3.269
H -5.550 -3.447 -2.752
H 3.248 0.393 -1.847
H 4.396 6.576 -1.778
H 2.114 -6.256 -1.023
H -0.611 -4.039 -2.266
H 6.807 3.998 -0.377
H -2.783 1.491 -1.054
H -2.931 -3.660 -4.101
H -4.145 3.687 2.363
H 3.624 -4.860 0.842
H 1.760 2.861 -0.651
H -3.494 2.191 1.812
*
```

Properties
<S²>: 0.76
E_tot in hartree: -3952.306356



(2)
Formula: C31H57N2O2OsP2
Source: OMol25
Level of theory: ωB97M-V with the def2-TZVPD basis set

The geometry in ORCA input format:
```
! wB97M-V def2-TZVPD RIJCOSX def2/J DEFGRID3
* xyz 3 5
Os 0.000 0.000 0.000
P 1.207 -1.221 1.774
P -0.670 0.583 -2.307
O 2.272 2.103 -0.098
O -1.045 1.399 1.086
N 1.128 -1.505 -1.179
N -1.536 -1.432 0.293
C -3.529 -3.133 0.672
C 1.359 -1.225 -2.538
C 0.294 3.224 -2.132
C -1.900 -1.817 -2.938
C -3.461 -0.015 -2.061
C 3.036 -0.755 2.113
C -0.778 2.413 -2.877
C -2.256 -0.313 -2.974
C 3.815 -1.777 2.972
C 0.693 -0.162 -3.164
C -0.446 -2.974 3.310
C 2.849 -3.174 -2.636
C 3.759 -0.705 0.744
C -3.823 -3.885 -0.651
C -2.153 3.014 -2.528
C 1.698 -2.601 -0.597
C 2.276 -2.082 -3.248
C 2.550 -3.464 -1.278
C -4.791 -2.348 1.115
C 1.357 -2.849 0.857
C -2.423 -2.180 0.460
C -0.727 -0.500 3.661
C 1.409 1.306 -0.110
C -3.095 -4.144 1.765
C 1.184 -1.739 4.699
C -0.358 2.285 1.970
C -0.029 3.706 1.473
C -2.619 0.021 -4.433
C 0.298 -1.632 3.444
C 3.059 0.633 2.786
C -0.480 2.549 -4.385
H -1.062 -3.133 4.216
H 0.286 4.325 2.340
H -4.136 -3.186 -1.442
H -5.622 -3.059 1.260
H -2.893 -3.636 2.722
H -1.462 -0.461 2.842
H -4.618 -1.812 2.062
H -0.238 0.488 3.711
H 2.490 -1.846 -4.295
H -1.264 -0.670 4.613
H 3.632 -2.818 2.650
H 1.863 -2.603 4.656
H 1.301 2.808 -2.294
H -1.469 -2.125 -1.974
H -1.194 2.010 -5.023
H -2.989 1.051 -4.554
H 4.722 -0.180 0.883
H -5.086 -1.615 0.346
H -4.639 -4.607 -0.473
H -1.758 -0.131 -5.107
H 2.580 1.398 2.159
H 0.556 1.839 2.359
H 3.192 -0.175 -0.032
H -2.188 -4.688 1.457
H -1.117 -2.982 2.440
H 0.249 -3.826 3.224
H 0.094 3.264 -1.050
H 4.895 -1.583 2.839
H -0.527 3.620 -4.660
H 0.355 -3.309 0.911
H -0.903 4.194 0.995
H 1.775 -0.828 4.884
H 2.981 -4.329 -0.767
H -3.826 1.014 -2.189
H 2.557 0.624 3.768
H 3.599 -1.696 4.044
H -3.205 -0.146 -0.998
H -3.426 -0.660 -4.766
H -4.296 -0.695 -2.313
H -2.814 -2.412 -3.129
H -2.934 -4.434 -0.999
H 0.843 -0.030 -4.241
H 0.284 4.261 -2.519
H 3.532 -3.822 -3.196
H -2.123 4.105 -2.710
H 0.536 2.189 -4.615
H -1.573 1.932 0.441
H -2.400 2.857 -1.464
H -3.908 -4.874 1.922
H -1.047 2.439 2.828
H 0.845 3.743 0.809
H 4.110 0.938 2.949
H 3.971 -1.719 0.372
H 0.520 -1.882 5.572
H 2.073 -3.552 1.316
H -1.161 -2.058 -3.718
H -2.966 2.601 -3.146
*
```

Properties
<S²>: 6.05
E_tot in hartree: -2247.751346



(3)
Formula: C27H41Cl3CuN3O3Si
Source: OMol25
Level of theory: ωB97M-V with the def2-TZVPD basis set

The geometry in ORCA input format:
```
! wB97M-V def2-TZVPD RIJCOSX def2/J DEFGRID3
* xyz -1 2
Cu -1.740 -0.953 -2.578
Cl -3.654 0.092 -2.860
Cl -1.224 -2.889 -1.658
Cl -0.202 0.791 1.957
Si 0.634 -0.305 -2.374
O 0.485 -2.950 1.504
O -0.672 0.762 -2.836
O 3.004 -0.466 1.816
N -3.497 -0.567 4.078
N 2.761 1.831 1.796
N 0.324 -3.263 3.761
C 2.297 0.538 -2.540
C -1.662 -1.305 7.009
C -1.224 -2.007 8.138
C -3.197 -1.075 5.091
C -0.910 3.066 -3.674
C 0.389 0.138 -7.704
C 0.177 -0.624 -0.645
C -1.416 0.372 -6.111
C -0.544 3.878 -4.686
C -0.568 1.087 -5.267
C 2.391 0.560 1.990
C -1.090 1.584 -3.937
C 0.751 1.353 -5.645
C -0.494 -3.875 4.788
C -2.811 -1.710 6.322
C 1.756 -3.464 3.844
C -3.573 -2.772 6.811
C 3.878 2.078 0.920
C -3.186 -3.456 7.966
C -0.187 -2.976 2.528
C 1.236 0.872 -6.869
C 0.666 -1.532 -3.860
C 2.056 2.952 2.405
C -0.942 -0.084 -7.340
C -1.353 3.586 -2.337
C -0.369 5.348 -4.568
C -1.992 -3.088 8.611
H -1.538 -3.576 4.650
H 2.318 1.557 -2.120
H -0.297 -1.687 8.637
H -0.653 4.357 -1.983
H -0.431 -4.974 4.748
H 3.532 2.146 -0.116
H -1.599 -0.612 -8.031
H 1.281 -2.360 -3.480
H -1.280 -2.796 2.564
H -0.303 -1.955 -4.177
H 0.205 5.727 -5.425
H -2.359 4.047 -2.367
H 2.273 1.085 -7.159
H -1.335 5.876 -4.551
H 1.114 -1.094 -4.768
H -2.444 0.183 -5.809
H 0.175 5.612 -3.651
H 1.372 1.970 -4.991
H 2.979 -0.111 -1.963
H -4.478 -3.046 6.275
H 2.079 2.834 3.500
H 4.586 1.253 0.992
H 0.773 -0.207 -8.669
H 2.533 3.887 2.100
H 2.042 -4.375 3.296
H -1.655 -3.634 9.497
H -2.176 1.417 -3.882
H 2.029 -3.576 4.899
H 2.668 0.579 -3.579
H -0.422 3.500 -5.701
H 0.597 -1.540 -0.255
H 1.010 2.939 2.070
H 1.242 0.530 2.343
H -3.816 -4.265 8.355
H -1.390 2.760 -1.618
H -0.874 -0.596 -0.379
H 0.591 0.212 -0.095
H 2.275 -2.614 3.383
H -0.131 -3.568 5.778
H 4.331 3.022 1.206
H -1.123 -0.433 6.633
*
```

Properties
<S²>: 0.76
E_tot in hartree: -4754.018501



(4)
Formula: C4H14NS3
Source: OMol25
Level of theory: ωB97M-V with the def2-TZVPD basis set

The geometry in ORCA input format:
```
! wB97M-V def2-TZVPD RIJCOSX def2/J DEFGRID3
* xyz 1 1
S -1.803 -0.933 0.171
S -0.891 0.062 -1.376
S 2.894 2.579 -0.206
N 0.553 0.155 2.123
C -1.200 -2.629 -0.047
C 1.662 0.561 1.168
C 1.475 2.007 0.758
C -2.083 -0.070 -2.718
H 2.483 2.115 -1.393
H 1.593 -0.120 0.322
H 0.431 0.869 2.838
H -1.352 -3.153 0.888
H -2.999 0.462 -2.490
H 0.754 -0.742 2.556
H -1.610 0.417 -3.567
H -0.148 -2.604 -0.304
H 0.559 2.134 0.189
H -2.289 -1.101 -2.966
H 1.466 2.654 1.630
H -1.768 -3.117 -0.831
H -0.336 0.065 1.585
H 2.611 0.390 1.669
*
```

Properties
E_tot in hartree: -1409.880426



> Which of these has the lowest E_tot?

C27H41Cl3CuN3O3Si



> Number 2 is which compound?

C31H57N2O2OsP2



> What is the formula in the fourth record?

C4H14NS3



> Which formula does entry 4 have?

C4H14NS3